(1)
A 3-piece molecular cluster, C27H57N3O3 overall at a distorted geometry, computed with wB97M-V/def2-TZVPD.

Structure (ORCA input):
```
! RIJCOSX wB97M-V def2-TZVPD def2/J DEFGRID3
* xyz 0 1
C -4.857 -5.921 -18.319
C -4.519 -7.395 -17.968
C -5.163 -7.886 -16.659
C -5.093 -8.358 -19.043
C -4.514 -8.263 -20.434
C -2.993 -8.485 -20.326
C -2.286 -7.699 -19.215
C -0.937 -8.379 -18.828
C -1.937 -6.282 -19.747
N -3.088 -7.632 -17.994
O -2.434 -7.017 -16.917
H -4.141 -5.277 -17.815
H -4.842 -5.800 -19.398
H -5.867 -5.730 -17.951
H -4.632 -8.759 -16.275
H -5.074 -7.079 -15.926
H -6.213 -8.155 -16.744
H -4.798 -9.350 -18.677
H -6.183 -8.379 -18.976
H -4.947 -9.040 -21.075
H -4.763 -7.361 -21.001
H -2.611 -8.180 -21.306
H -2.766 -9.549 -20.241
H -0.701 -8.328 -17.768
H -0.131 -7.836 -19.320
H -0.928 -9.450 -19.040
H -1.578 -5.597 -18.983
H -2.808 -5.871 -20.262
H -1.179 -6.378 -20.529
H -2.442 -7.668 -16.206
C -5.781 -7.681 -26.366
C -6.200 -7.615 -24.871
C -5.423 -6.545 -24.115
C -7.684 -7.223 -24.839
C -8.589 -8.339 -25.342
C -8.365 -9.581 -24.468
C -6.913 -10.061 -24.392
C -6.820 -10.933 -23.126
C -6.483 -10.783 -25.647
N -6.037 -8.884 -24.130
O -4.683 -9.251 -24.098
H -5.291 -6.741 -26.625
H -4.979 -8.419 -26.483
H -6.545 -7.993 -27.070
H -5.692 -5.568 -24.518
H -5.612 -6.624 -23.043
H -4.333 -6.611 -24.171
H -7.930 -6.954 -23.806
H -7.894 -6.320 -25.420
H -9.648 -8.121 -25.176
H -8.491 -8.535 -26.409
H -9.008 -10.339 -24.922
H -8.718 -9.313 -23.472
H -5.824 -11.130 -22.743
H -7.521 -11.771 -23.194
H -7.340 -10.389 -22.326
H -6.613 -10.260 -26.594
H -7.049 -11.716 -25.788
H -5.461 -11.166 -25.607
H -4.431 -9.198 -23.169
C -3.325 -10.644 -10.173
C -3.822 -10.264 -11.581
C -5.026 -9.328 -11.433
C -2.699 -9.543 -12.314
C -2.977 -9.489 -13.835
C -3.060 -10.955 -14.260
C -4.239 -11.717 -13.666
C -5.578 -11.110 -14.204
C -4.164 -13.189 -13.993
N -4.152 -11.565 -12.206
O -5.236 -12.207 -11.556
H -4.048 -11.197 -9.570
H -2.417 -11.253 -10.211
H -3.041 -9.821 -9.508
H -5.293 -8.777 -12.337
H -5.930 -9.786 -11.029
H -4.806 -8.530 -10.714
H -2.770 -8.477 -12.075
H -1.714 -9.969 -12.149
H -3.881 -8.913 -14.060
H -2.272 -8.936 -14.463
H -2.210 -11.462 -13.787
H -3.049 -11.066 -15.346
H -6.346 -11.810 -13.855
H -5.657 -11.108 -15.293
H -5.902 -10.148 -13.814
H -5.113 -13.663 -13.730
H -3.385 -13.703 -13.432
H -4.047 -13.379 -15.062
H -4.776 -12.729 -10.889
*
```

Properties
HOMO-LUMO gap in eV: 8.67
SMILES: CC1(C)CCCC(C)(C)N1O.CC1(C)CCCC(C)(C)N1O.CC1(C)CCCC(C)(C)N1O
HOMO energy in hartree: -0.297
Energy above the lowest of the compared OMol25 structures with the same formula, charge and spin in kcal per mole: 19.1


(2)
A 3-piece molecular cluster, C27H58BFIN2O4 overall at a distorted geometry, computed with wB97M-V/def2-TZVPD.

Structure (ORCA input):
```
! RIJCOSX wB97M-V def2-TZVPD def2/J DEFGRID3
* xyz 1 1
C -4.119 -2.651 3.494
C -3.328 -1.482 2.642
C -3.678 -1.522 1.025
C -2.309 -1.509 0.073
N -2.662 -0.998 -1.292
C -2.240 0.419 -1.567
C -3.407 0.859 -2.684
O -4.750 0.293 -2.322
O -5.641 0.632 -3.211
C -2.321 1.588 -0.439
F -1.556 1.513 0.822
C -3.748 2.225 0.043
C -3.559 3.474 1.140
C -3.699 2.990 2.703
I -1.914 3.826 3.749
N -1.622 2.777 -1.133
C -0.689 2.340 -2.064
C -0.670 0.672 -2.007
C 0.546 0.018 -1.126
B -0.193 0.317 -3.551
O -0.819 0.865 -4.783
O 0.979 -0.600 -3.782
C 2.037 0.347 -4.261
C 3.540 -0.016 -3.714
H -4.934 -3.234 2.859
H -3.359 -3.455 3.934
H -4.674 -2.188 4.435
H -2.171 -1.721 2.724
H -3.621 -0.413 3.015
H -4.183 -2.588 0.842
H -4.480 -0.734 0.690
H -2.031 -2.663 -0.058
H -1.384 -1.020 0.592
H -2.362 -1.664 -2.038
H -3.479 2.015 -2.841
H -3.185 0.393 -3.760
H -5.470 1.542 -3.595
H -4.441 1.443 0.605
H -4.405 2.679 -0.820
H -2.563 4.070 0.988
H -4.444 4.241 0.931
H -3.803 1.835 2.857
H -4.615 3.590 3.175
H -1.795 3.801 -1.033
H -0.002 2.989 -2.793
H 0.521 -1.167 -1.270
H 0.489 0.200 0.027
H 1.598 0.455 -1.476
H -0.301 1.650 -5.129
H 1.976 0.503 -5.434
H 1.752 1.400 -3.779
H 3.905 -1.049 -4.129
H 3.587 0.075 -2.545
H 4.272 0.828 -4.134
C -1.271 -6.124 3.422
C -2.056 -6.323 4.709
C -1.535 -5.473 5.872
C -0.097 -5.774 6.308
C 0.168 -7.222 6.727
C -0.642 -7.651 7.940
H -0.225 -6.423 3.536
H -1.703 -6.729 2.620
H -1.299 -5.076 3.108
H -2.055 -7.384 4.980
H -3.102 -6.054 4.524
H -2.209 -5.596 6.726
H -1.596 -4.414 5.591
H 0.157 -5.110 7.144
H 0.593 -5.512 5.498
H 1.234 -7.325 6.965
H -0.025 -7.906 5.894
H -0.425 -7.011 8.800
H -0.390 -8.683 8.214
H -1.716 -7.616 7.744
C 6.795 5.655 -6.035
C 5.704 6.082 -5.065
C 6.188 6.175 -3.615
C 6.681 4.857 -3.005
C 5.661 3.715 -3.010
C 4.421 4.018 -2.185
H 7.171 4.655 -5.806
H 6.403 5.636 -7.056
H 7.636 6.356 -6.008
H 4.854 5.396 -5.142
H 5.332 7.067 -5.370
H 5.379 6.582 -3.000
H 7.005 6.906 -3.561
H 6.993 5.050 -1.971
H 7.582 4.525 -3.533
H 6.143 2.819 -2.600
H 5.370 3.463 -4.035
H 4.686 4.223 -1.144
H 3.742 3.158 -2.197
H 3.871 4.876 -2.579
*
```

Properties
HOMO-LUMO gap in eV: 6.67
HOMO energy in hartree: -0.432